No. 1
The following is a DFT calculation (the ωB97M-V functional and the def2-TZVPD basis) of a molecular structure, C5H12N2O.

- Largest force on an atom: 1.1 eV/Å
- LUMO (spin up / spin down): 0.4 / 0.4 eV
- Calculated total energy: -382.262235 a.u.
- ΔE to the lowest compared entry with this formula, charge and spin: 150.79 kcal/mol
- HOMO (spin up / spin down): -8.1659 / -8.1668 eV
- Kohn-Sham gap (spin up / spin down): 8.607 / 8.608 eV

The geometry in XYZ format:
```
20
Properties=species:S:1:pos:R:3:forces:R:3:lowdin_charge:R:1
C 0.3515 -0.7219 0.8599 -0.108 -0.004 0.008 -0.454
C 0.4965 1.3272 -2.3365 0.635 -0.387 -0.151 -0.081
C 1.1842 -1.5688 1.8153 -0.050 0.061 -0.100 -0.075
C 0.7777 0.4634 -1.3084 -0.232 0.318 -0.413 -0.019
N -2.1610 1.8940 0.2609 -0.256 0.329 -0.157 -0.051
N -0.9414 -1.3592 0.6180 0.134 -0.014 -0.011 0.042
C 1.1237 -0.4265 -0.4355 -0.166 -0.044 0.190 -0.041
O -1.1702 1.4435 -0.6094 0.673 -0.291 -0.276 -0.358
H 0.1437 0.2449 1.3214 0.004 -0.035 -0.033 0.125
H -2.7373 1.1025 0.5422 0.139 0.042 -0.098 0.059
H -1.7172 2.2726 1.0954 0.039 -0.098 -0.140 0.064
H -1.4416 -0.8194 -0.0816 0.028 0.056 0.019 0.052
H -0.8098 -2.2917 0.2375 0.026 0.031 0.033 0.074
H 1.9949 -1.0462 -0.6508 -0.017 0.118 -0.073 0.125
H 1.1806 2.1623 -2.4753 -0.136 0.061 0.165 0.088
H 0.1703 0.8765 -3.2715 -0.152 -0.028 0.100 0.089
H -0.6167 1.8023 -1.7488 -0.545 -0.139 0.997 0.127
H 1.4051 -2.5462 1.3763 -0.005 0.023 -0.001 0.077
H 0.6356 -1.7303 2.7432 0.007 0.016 -0.047 0.077
H 2.1313 -1.0791 2.0477 -0.020 -0.015 -0.016 0.078
```
Forces are in eV/Å.

No. 2
The following is a DFT calculation (the ωB97M-V functional and the def2-TZVPD basis) of a molecular structure, C5H12N2O.

- Largest force on an atom: 1.7 eV/Å
- LUMO: 0.9 eV
- Calculated total energy: -382.336384 a.u.
- ΔE to the lowest compared entry with this formula, charge and spin: 104.26 kcal/mol
- HOMO: -8.7924 eV
- Kohn-Sham gap: 9.698 eV

The geometry in XYZ format:
```
20
Properties=species:S:1:pos:R:3:forces:R:3:lowdin_charge:R:1
C 0.0604 -0.5976 0.6452 0.163 0.115 -0.082 -0.568
C 1.3857 -0.3443 -0.1085 -0.383 0.088 0.029 -0.140
C -1.3441 0.2241 -1.4129 0.293 0.138 -0.038 -0.006
C 1.1678 1.1256 -0.4973 -0.310 0.646 0.256 -0.078
C -0.7067 0.5710 -0.0909 -0.894 0.691 1.019 -0.454
N 0.0731 -0.3007 2.0580 0.017 0.006 -0.114 0.101
N -0.4280 -1.9519 0.4826 -0.045 0.173 -0.022 0.093
O -1.2340 1.5873 0.5825 -0.347 -0.973 -0.196 -0.117
H 0.9491 -0.5309 2.5047 -0.023 0.018 -0.048 0.081
H -0.2111 0.6523 2.2495 -0.004 -0.003 -0.074 0.074
H -0.6488 -2.1935 -0.4749 0.018 0.009 0.021 0.066
H -1.2284 -2.1111 1.0817 0.015 0.013 -0.024 0.081
H 2.2676 -0.5316 0.5046 -0.047 0.011 -0.032 0.109
H 1.4456 -0.9736 -0.9979 -0.002 -0.019 0.044 0.108
H -2.2900 -0.2740 -1.1837 0.058 0.028 0.071 0.102
H -0.7337 -0.4404 -2.0251 -0.011 -0.023 0.018 0.085
H -1.5645 1.1358 -1.9644 0.004 -0.016 0.046 0.095
H 1.2610 1.3836 -1.5479 0.162 -0.016 0.019 0.087
H 1.7484 1.8121 0.1274 0.092 0.027 -0.085 0.101
H 0.0305 1.7579 0.0675 1.242 -0.913 -0.809 0.179
```
Forces are in eV/Å.

Question: Look up the largest force on an atom of the second one.
Answer: 1.7 eV/Å

Question: Which value of largest force on an atom does entry 1 give?
Answer: 1.1 eV/Å

Question: The lowest largest force on an atom belongs to which entry?
Answer: number 1